{
  "formula": "C20H38F3O9PS5",
  "method": "ωB97M-V/def2-TZVPD",
  "e_homo_ev": -9.2,
  "charge": 0,
  "gap_ev": 9.6,
  "elements": ["F", "C", "F", "F", "P", "S", "C", "C", "C", "O", "H", "H", "H", "H", "H", "H", "O", "S", "O", "C", "C", "C", "C", "H", "H", "H", "H", "H", "H", "H", "H", "O", "S", "O", "C", "C", "C", "C", "H", "H", "H", "H", "H", "H", "H", "H", "O", "S", "O", "C", "C", "C", "C", "H", "H", "H", "H", "H", "H", "H", "H", "O", "S", "O", "C", "C", "C", "C", "H", "H", "H", "H", "H", "H", "H", "H"],
  "coordinates": [[7.674, -7.365, 3.635], [6.589, -6.855, 3.045], [5.569, -7.645, 3.387], [6.790, -6.976, 1.740], [6.364, -5.092, 3.695], [6.992, -3.874, 2.134], [4.543, -4.884, 3.725], [3.840, -4.950, 2.360], [2.761, -5.929, 2.159], [4.132, -6.008, 1.521], [6.558, -4.549, 1.059], [4.372, -3.872, 4.090], [4.102, -5.619, 4.392], [3.689, -3.993, 1.864], [2.069, -5.682, 1.367], [2.758, -6.888, 2.655], [-0.257, -4.767, 0.588], [0.229, -5.257, -0.676], [1.486, -4.778, -1.200], [0.234, -7.050, -0.631], [-1.151, -7.436, -1.139], [-1.428, -6.518, -2.339], [-1.057, -5.090, -1.920], [0.443, -7.378, 0.384], [1.019, -7.392, -1.305], [-1.191, -8.489, -1.416], [-1.895, -7.265, -0.359], [-0.811, -6.830, -3.184], [-2.468, -6.568, -2.657], [-0.666, -4.500, -2.744], [-1.893, -4.567, -1.464], [-1.986, -1.693, -0.331], [-1.750, -1.432, -1.727], [-2.302, -2.306, -2.736], [-2.197, 0.262, -2.087], [-0.916, 1.051, -1.826], [0.218, 0.215, -2.441], [0.020, -1.239, -1.992], [-3.031, 0.550, -1.451], [-2.491, 0.305, -3.135], [-0.972, 2.044, -2.259], [-0.759, 1.164, -0.755], [0.168, 0.274, -3.530], [1.197, 0.583, -2.138], [0.340, -1.961, -2.738], [0.512, -1.448, -1.044], [-0.596, 3.752, -0.489], [-0.581, 5.064, -1.092], [-1.761, 5.588, -1.736], [0.050, 6.242, 0.096], [1.558, 6.232, -0.141], [1.753, 6.224, -1.664], [0.807, 5.162, -2.238], [-0.242, 5.941, 1.098], [-0.384, 7.213, -0.141], [2.033, 7.094, 0.323], [1.996, 5.330, 0.293], [1.497, 7.204, -2.069], [2.785, 6.014, -1.940], [0.422, 5.427, -3.219], [1.270, 4.177, -2.273], [-2.754, 8.477, 0.997], [-3.042, 7.241, 1.681], [-2.031, 6.590, 2.481], [-4.523, 7.458, 2.664], [-5.657, 7.080, 1.717], [-5.183, 5.818, 0.981], [-3.744, 6.073, 0.512], [-4.563, 8.485, 3.019], [-4.458, 6.771, 3.507], [-6.586, 6.910, 2.259], [-5.828, 7.887, 1.001], [-5.205, 4.969, 1.666], [-5.826, 5.576, 0.137], [-3.139, 5.171, 0.514], [-3.711, 6.532, -0.471]]
}

---

{
  "formula": "C25H62BNO25",
  "method": "ωB97M-V/def2-TZVPD",
  "e_homo_ev": -9.5,
  "charge": 0,
  "e_above_lowest_ev": 1.6131,
  "gap_ev": 9.0,
  "elements": ["C", "N", "C", "C", "C", "C", "O", "H", "H", "H", "H", "H", "H", "H", "H", "H", "H", "H", "H", "H", "H", "O", "C", "O", "B", "O", "C", "O", "O", "C", "O", "C", "O", "O", "C", "C", "O", "O", "H", "H", "H", "H", "H", "H", "C", "C", "O", "O", "H", "H", "H", "H", "H", "H", "C", "C", "O", "O", "H", "H", "H", "H", "H", "H", "C", "C", "O", "O", "H", "H", "H", "H", "H", "H", "C", "C", "O", "O", "H", "H", "H", "H", "H", "H", "C", "C", "O", "O", "H", "H", "H", "H", "H", "H", "C", "C", "O", "O", "H", "H", "H", "H", "H", "H", "C", "C", "O", "O", "H", "H", "H", "H", "H", "H"],
  "coordinates": [[1.300, 0.177, -1.126], [0.183, 0.562, -0.153], [-0.501, -0.575, 0.559], [0.795, 1.299, 0.964], [-0.871, 1.544, -0.787], [-1.578, 0.821, -1.877], [-2.636, 1.621, -2.336], [1.986, -0.557, -0.676], [1.679, 1.132, -1.491], [0.762, -0.420, -1.870], [-0.942, -1.265, -0.155], [-1.257, -0.297, 1.349], [0.297, -1.314, 0.931], [1.595, 0.629, 1.612], [-0.015, 1.311, 1.941], [1.112, 2.245, 0.814], [-0.379, 2.454, -1.265], [-1.665, 1.538, 0.053], [-1.885, -0.260, -1.743], [-1.048, 0.716, -2.744], [-3.576, 1.345, -2.126], [-3.022, -2.831, 4.576], [-3.305, -1.860, 4.002], [-4.161, -1.828, 3.120], [-4.052, -0.487, 2.464], [-2.894, 0.175, 3.236], [-2.634, -0.656, 4.214], [-1.787, -0.387, 4.995], [-5.301, 0.346, 2.618], [-5.566, 0.802, 1.432], [-6.546, 1.422, 1.207], [-4.683, 0.334, 0.499], [-3.852, -0.466, 1.052], [-4.647, 0.600, -0.677], [5.113, -1.298, -1.486], [4.197, -2.428, -1.358], [4.041, -2.516, 0.077], [5.272, -1.041, -2.961], [6.036, -1.379, -0.889], [4.470, -0.492, -1.236], [4.751, -3.241, -1.638], [3.628, -2.226, -2.024], [4.936, -2.954, 0.418], [5.571, -1.998, -3.370], [1.744, -2.680, 2.831], [0.417, -2.512, 3.670], [0.487, -1.910, 5.024], [1.516, -3.254, 1.604], [2.262, -3.377, 3.319], [2.325, -1.733, 2.802], [-0.141, -3.515, 3.673], [-0.295, -2.038, 2.942], [-0.238, -1.337, 5.220], [2.271, -3.039, 0.802], [-1.299, -4.709, 0.320], [-1.958, -5.909, -0.263], [-1.784, -7.025, 0.534], [-1.641, -3.497, -0.230], [-0.243, -4.774, 0.426], [-1.612, -4.679, 1.323], [-1.573, -6.197, -1.165], [-2.791, -5.569, -0.657], [-0.934, -7.588, 0.176], [-1.246, -3.575, -1.067], [0.842, -3.562, -2.548], [1.598, -3.341, -3.924], [2.661, -4.201, -4.075], [-0.156, -2.547, -2.386], [1.676, -3.400, -1.765], [0.369, -4.632, -2.395], [1.917, -2.494, -3.934], [0.769, -3.485, -4.858], [2.412, -5.348, -3.889], [-0.467, -2.273, -3.279], [-4.753, -0.489, -4.081], [-5.961, 0.439, -4.098], [-6.741, 0.403, -2.931], [-4.242, -0.478, -5.416], [-5.017, -1.604, -3.723], [-3.940, -0.152, -3.402], [-6.538, 0.258, -5.050], [-5.650, 1.402, -4.263], [-7.719, 0.429, -3.077], [-3.984, 0.504, -5.521], [-0.895, 4.484, 2.083], [-1.117, 5.417, 0.826], [-0.054, 6.301, 0.586], [-1.868, 3.430, 2.037], [-1.097, 5.041, 3.136], [0.055, 4.123, 2.183], [-2.124, 5.885, 0.873], [-1.223, 4.556, 0.030], [-0.188, 6.984, 1.197], [-2.579, 3.707, 2.444], [3.986, 3.010, -1.031], [3.939, 2.711, -2.570], [3.924, 3.910, -3.251], [4.134, 1.791, -0.247], [3.110, 3.662, -0.415], [4.649, 3.671, -0.764], [2.958, 2.058, -2.858], [4.897, 2.040, -2.757], [3.364, 4.669, -2.823], [4.621, 2.102, 0.680], [3.044, 3.798, 3.739], [2.975, 5.338, 3.459], [4.021, 6.084, 3.848], [2.022, 3.021, 3.173], [3.150, 3.655, 4.867], [4.066, 3.419, 3.395], [2.183, 5.841, 3.942], [2.795, 5.548, 2.470], [4.716, 5.868, 3.293], [1.216, 3.025, 3.602]]
}

---

{
  "formula": "C15H19ClF3N3O2",
  "method": "ωB97M-V/def2-TZVPD",
  "e_homo_ev": -8.3,
  "charge": 0,
  "gap_ev": 8.7,
  "elements": ["C", "N", "C", "C", "O", "C", "O", "C", "C", "C", "N", "C", "N", "C", "C", "C", "F", "F", "F", "C", "C", "Cl", "C", "C", "H", "H", "H", "H", "H", "H", "H", "H", "H", "H", "H", "H", "H", "H", "H", "H", "H", "H", "H"],
  "coordinates": [[-3.780, -1.895, 0.496], [-3.546, -0.472, 0.541], [-4.462, 0.288, 1.387], [-5.542, 1.030, 0.582], [-5.174, 2.337, 0.253], [-2.591, 0.208, -0.126], [-2.566, 1.430, -0.106], [-1.515, -0.589, -0.859], [-0.615, -1.298, 0.171], [0.824, -1.373, -0.325], [1.372, -0.034, -0.431], [2.689, 0.139, -0.216], [3.402, -0.995, -0.122], [4.702, -0.975, 0.056], [5.430, 0.202, 0.145], [6.910, 0.208, 0.343], [7.257, 0.370, 1.638], [7.518, 1.203, -0.324], [7.493, -0.933, -0.055], [4.719, 1.404, 0.117], [3.354, 1.386, -0.047], [2.539, 2.914, 0.073], [0.459, 0.987, -0.911], [-0.666, 0.353, -1.722], [-4.854, -2.075, 0.419], [-3.299, -2.350, -0.364], [-3.412, -2.379, 1.406], [-3.886, 1.031, 1.946], [-4.917, -0.409, 2.091], [-5.772, 0.448, -0.327], [-6.457, 1.112, 1.176], [-4.236, 2.323, -0.010], [-1.991, -1.320, -1.520], [-0.626, -0.743, 1.112], [-0.973, -2.307, 0.375], [0.871, -1.889, -1.291], [1.444, -1.931, 0.377], [5.182, -1.942, 0.118], [5.236, 2.344, 0.241], [1.000, 1.683, -1.552], [0.021, 1.547, -0.078], [-1.297, 1.154, -2.108], [-0.245, -0.191, -2.568]]
}

---

{
  "formula": "C6H11O",
  "method": "ωB97M-V/def2-TZVPD",
  "e_homo_ev": -2.1,
  "charge": -1,
  "e_above_lowest_ev": 2.0590,
  "gap_ev": 5.7,
  "elements": ["C", "C", "C", "C", "C", "C", "O", "H", "H", "H", "H", "H", "H", "H", "H", "H", "H", "H"],
  "coordinates": [[1.658, 2.905, 0.695], [1.017, 1.608, 1.234], [0.681, 0.470, 0.468], [-0.351, -0.507, 1.100], [-1.182, -1.244, 0.008], [-0.645, -1.226, -1.354], [-1.258, -2.130, -2.174], [2.472, 2.592, 0.021], [1.077, 3.548, 0.107], [2.102, 3.352, 1.524], [0.788, 1.696, 2.351], [1.273, 0.045, -0.372], [-0.024, -1.503, 1.709], [-1.045, 0.076, 1.734], [-1.364, -2.295, 0.394], [-2.196, -0.813, 0.111], [0.489, -1.478, -1.191], [-0.576, -0.220, -1.901]]
}

---

{
  "formula": "C34H54N4P2Si2Sn",
  "method": "ωB97M-V/def2-TZVPD",
  "e_homo_ev": [-11.9, -11.9],
  "charge": 2,
  "e_above_lowest_ev": 3.8298,
  "gap_ev": [2.8, 2.6],
  "elements": ["Sn", "C", "C", "C", "C", "C", "C", "C", "C", "C", "H", "H", "H", "H", "H", "H", "H", "H", "H", "H", "H", "H", "H", "H", "H", "P", "P", "N", "N", "N", "N", "C", "C", "C", "C", "C", "C", "C", "C", "C", "C", "C", "C", "C", "C", "C", "C", "C", "C", "H", "H", "H", "H", "H", "H", "H", "H", "H", "H", "H", "H", "H", "H", "H", "H", "H", "H", "H", "H", "C", "Si", "C", "C", "C", "Si", "C", "C", "C", "H", "H", "H", "H", "H", "H", "H", "H", "H", "H", "H", "H", "H", "H", "H", "H", "H", "H", "H"],
  "coordinates": [[-0.850, -1.201, -2.484], [1.785, -4.015, 2.247], [1.578, -3.982, 0.929], [0.226, -4.279, 0.360], [-0.911, -3.306, 0.679], [-1.860, -3.867, 1.673], [-1.593, -4.764, 2.636], [-0.264, -5.102, 3.233], [0.712, -3.919, 3.275], [-2.386, 0.347, -2.189], [2.797, -4.161, 2.663], [2.323, -3.545, 0.203], [-0.015, -5.264, 0.761], [0.221, -4.287, -0.728], [-0.480, -2.312, 0.915], [-1.520, -3.158, -0.244], [-2.876, -3.481, 1.573], [-2.416, -5.313, 3.101], [0.157, -6.006, 2.783], [-0.425, -5.340, 4.302], [0.136, -2.971, 3.289], [1.251, -4.001, 4.231], [-2.040, 1.379, -2.084], [-2.966, 0.034, -1.307], [-2.958, 0.223, -3.128], [-3.863, -3.945, -2.407], [-0.407, -4.926, -3.693], [-4.742, -4.668, -1.027], [-5.316, -4.308, -3.508], [-0.231, -6.336, -2.647], [0.208, -5.983, -5.171], [-3.053, -5.499, -2.930], [-2.200, -5.202, -4.181], [-5.367, -3.914, -0.016], [-6.103, -4.777, 0.802], [-5.952, -6.098, 0.267], [-5.109, -6.003, -0.836], [-5.925, -3.347, -4.308], [-7.046, -3.907, -4.920], [-7.110, -5.275, -4.511], [-6.017, -5.504, -3.678], [0.599, -6.533, -1.525], [0.391, -7.817, -1.018], [-0.563, -8.456, -1.867], [-0.943, -7.533, -2.835], [0.504, -7.336, -5.367], [0.576, -7.614, -6.742], [0.325, -6.382, -7.425], [0.096, -5.413, -6.447], [-3.730, -6.343, -3.131], [-2.435, -5.791, -2.076], [-2.337, -5.984, -4.974], [-2.531, -4.244, -4.643], [-5.227, -2.834, 0.031], [-6.685, -4.504, 1.679], [-6.414, -7.013, 0.625], [-4.751, -6.787, -1.483], [-5.486, -2.361, -4.376], [-7.730, -3.408, -5.584], [-7.853, -6.009, -4.779], [-5.701, -6.428, -3.220], [1.355, -5.817, -1.215], [0.894, -8.264, -0.165], [-0.901, -9.488, -1.815], [-1.668, -7.602, -3.642], [0.664, -8.014, -4.536], [0.782, -8.576, -7.197], [0.315, -6.221, -8.498], [-0.144, -4.361, -6.539], [-0.633, 2.157, 1.059], [0.808, 1.127, 0.377], [2.360, 2.070, 0.862], [0.707, -0.459, 1.371], [0.702, 0.592, -1.478], [1.091, 2.203, -2.466], [2.961, 2.551, -2.491], [0.461, 2.061, -4.231], [0.557, 3.870, -1.721], [-0.363, 2.421, 2.100], [-1.552, 1.547, 1.079], [-0.849, 3.091, 0.519], [2.358, 2.137, 1.960], [3.276, 1.540, 0.572], [2.437, 3.095, 0.479], [-0.356, -0.707, 1.528], [1.212, -1.261, 0.814], [1.157, -0.399, 2.371], [1.583, -0.085, -1.641], [3.534, 1.644, -2.729], [3.130, 3.305, -3.281], [3.338, 2.962, -1.541], [-0.561, 1.651, -4.289], [0.472, 3.065, -4.692], [1.143, 1.428, -4.822], [-0.536, 3.991, -1.692], [0.957, 4.073, -0.712], [0.952, 4.658, -2.388]]
}

---

{
  "formula": "H52NO29",
  "method": "ωB97M-V/def2-TZVPD",
  "e_homo_ev": -8.2,
  "charge": -1,
  "gap_ev": 9.7,
  "elements": ["N", "O", "O", "O", "O", "H", "H", "O", "H", "H", "O", "H", "H", "O", "H", "H", "O", "H", "H", "O", "H", "H", "O", "H", "H", "O", "H", "H", "O", "H", "H", "O", "H", "H", "O", "H", "H", "O", "H", "H", "O", "H", "H", "O", "H", "H", "O", "H", "H", "O", "H", "H", "O", "H", "H", "O", "H", "H", "O", "H", "H", "O", "H", "H", "O", "H", "H", "O", "H", "H", "O", "H", "H", "O", "H", "H", "O", "H", "H", "O", "H", "H"],
  "coordinates": [[-0.218, 0.167, 0.472], [-1.257, 0.360, -0.174], [0.119, -0.962, 0.733], [0.555, 1.035, 0.759], [1.089, 2.923, -1.726], [0.958, 2.888, -0.778], [0.272, 2.585, -2.093], [-0.271, 1.861, 3.858], [0.126, 2.704, 4.079], [0.204, 1.569, 3.079], [4.210, 1.014, -2.685], [4.649, 1.436, -1.947], [4.221, 0.081, -2.469], [-1.693, -0.094, -4.242], [-0.942, -0.346, -3.705], [-1.451, -0.351, -5.131], [-1.823, 5.542, -0.847], [-1.480, 4.769, -1.295], [-2.282, 5.193, -0.083], [4.896, -0.890, 0.072], [5.631, -0.815, 0.681], [4.121, -0.911, 0.633], [3.602, 4.171, -1.083], [4.050, 3.942, -1.897], [2.741, 3.760, -1.158], [-2.835, 2.590, 0.245], [-3.120, 2.424, 1.144], [-2.253, 1.859, 0.039], [2.608, -4.777, 3.833], [2.267, -5.418, 3.210], [2.720, -3.978, 3.317], [-1.417, 2.716, -2.743], [-1.827, 1.953, -2.336], [-1.944, 2.884, -3.525], [-2.995, 0.944, 3.751], [-3.084, 1.808, 3.348], [-2.084, 0.908, 4.043], [0.477, -0.549, 4.672], [0.426, 0.382, 4.455], [1.398, -0.776, 4.541], [2.308, -2.606, 1.154], [2.807, -2.292, 0.400], [1.494, -2.102, 1.129], [2.841, -5.015, -0.491], [2.925, -5.803, 0.046], [2.535, -4.342, 0.117], [2.944, 0.165, 1.884], [2.099, 0.431, 1.521], [3.546, 0.862, 1.626], [-5.138, -2.732, -3.204], [-5.437, -3.639, -3.145], [-4.544, -2.626, -2.461], [-6.077, 1.260, -2.238], [-6.415, 0.953, -3.080], [-5.164, 0.972, -2.228], [-3.737, 0.027, -2.464], [-3.164, -0.097, -3.221], [-3.728, -0.818, -2.014], [5.238, 1.986, 1.176], [5.493, 2.595, 0.483], [5.872, 1.272, 1.114], [-3.270, -1.950, -0.882], [-2.571, -1.324, -0.690], [-3.182, -2.622, -0.206], [3.197, -1.509, 4.125], [4.153, -1.463, 4.144], [2.940, -0.867, 3.463], [1.371, -0.426, -2.132], [0.643, -0.925, -1.763], [1.447, 0.342, -1.566], [-3.407, -4.747, 1.343], [-3.191, -4.611, 0.421], [-2.561, -4.867, 1.773], [1.852, 0.266, -4.858], [2.793, 0.380, -4.723], [1.478, 0.300, -3.978], [-1.025, -4.445, 2.834], [-0.792, -3.612, 2.424], [-0.760, -4.344, 3.749], [-4.809, 4.536, 0.164], [-4.244, 3.842, -0.177], [-5.127, 4.991, -0.616]]
}

---

{
  "formula": "C2H3Br2O2Si",
  "method": "ωB97M-V/def2-TZVPD",
  "e_homo_ev": -3.9,
  "charge": -1,
  "e_above_lowest_ev": 0.2572,
  "gap_ev": 7.2,
  "elements": ["C", "C", "O", "O", "Si", "Br", "Br", "H", "H", "H"],
  "coordinates": [[-3.063, 1.502, 2.084], [-0.495, 0.346, -0.145], [-3.060, 0.574, 2.801], [-3.120, 2.572, 1.594], [-2.386, -0.094, -0.420], [-2.206, -0.150, -2.825], [-2.279, -2.555, 0.045], [-0.525, 1.411, 0.058], [-0.365, -0.325, 0.798], [0.372, 0.299, -0.740]]
}